No. 1
2 unconnected molecules or ions with the total composition C6H9F3N3O2 in a non-equilibrium geometry, computed with wB97M-V/def2-TZVPD.

```
! RIJCOSX wB97M-V def2-TZVPD def2/J DEFGRID3
* xyz 1 1
F 3.208 -1.109 0.539
F 3.725 0.166 -1.152
F 3.141 1.053 0.812
O -1.274 1.272 -0.454
O -0.792 1.652 1.667
N 0.928 0.352 -1.557
N -0.772 1.037 0.670
N -0.812 -1.490 -1.007
C -2.301 2.331 -0.566
C 0.616 -0.411 0.612
C -0.367 -1.479 0.154
C 2.918 0.016 -0.067
C 1.457 0.037 -0.448
C -0.977 -2.510 1.103
H -0.437 -0.778 -1.636
H -1.944 -2.026 1.463
H 1.633 0.608 -2.256
H -3.233 2.057 -0.300
H -0.242 -2.736 1.951
H 0.806 -0.438 1.606
H -2.224 2.652 -1.571
H -1.165 -3.556 0.657
H -1.892 3.301 -0.222
*
```

Computed properties:
HOMO energy = -13.9 eV
Orbital gap = 7.7 eV
LUMO = -6.23 eV
M = 212.15 g/mol

=====

No. 2
A molecular structure, C6H9F3O3S in a non-equilibrium geometry, computed with wB97M-V/def2-TZVPD.

```
! RIJCOSX wB97M-V def2-TZVPD def2/J DEFGRID3
* xyz 0 1
S 0.477 0.614 1.719
F 1.209 -2.231 1.638
F 2.149 -1.032 -0.026
F 0.771 -2.719 -0.425
O -0.624 1.197 2.388
O 1.723 0.365 2.303
O 0.896 1.571 0.437
C 1.025 0.602 -1.883
C -0.078 -0.602 0.522
C 0.218 0.917 -0.594
C -1.100 1.477 -0.888
C 0.987 -1.634 0.354
C -1.406 -1.182 0.854
H -2.341 -0.563 0.789
H -0.989 2.167 -1.668
H -1.802 0.748 -1.266
H 1.397 -0.414 -1.944
H 0.297 0.702 -2.628
H -1.436 2.051 -0.040
H -1.350 -1.426 1.918
H -1.801 -2.008 0.303
H 1.779 1.402 -1.863
*
```

Computed properties:
HOMO energy = -10.6 eV
Orbital gap = 11.2 eV
LUMO = 0.56 eV
M = 218.20 g/mol

=====

No. 3
2 unconnected molecules or ions with the total composition C6H9F5OS in a non-equilibrium geometry, computed with wB97M-V/def2-TZVPD.

```
! RIJCOSX wB97M-V def2-TZVPD def2/J DEFGRID3
* xyz 0 1
S 0.153 1.819 -0.954
F 1.316 3.863 0.145
F 2.651 2.309 -0.288
F 0.312 0.645 1.546
F -1.776 0.252 1.562
F -0.983 -2.272 2.304
O 0.147 0.360 -0.990
C -0.617 -0.272 1.272
C 0.963 -2.180 0.913
C -1.289 -2.171 -0.087
C -0.222 2.598 -2.505
C -0.458 -1.719 1.092
C 1.443 2.546 0.169
H -0.860 -1.810 -0.980
H 1.347 -1.783 -0.148
H -0.914 3.393 -2.314
H 1.628 -1.812 1.625
H 0.910 -3.296 0.939
H -2.333 -2.049 0.033
H -0.898 1.957 -0.178
H 0.718 2.833 -2.983
H -1.236 -3.211 -0.174
*
```

Computed properties:
HOMO energy (alpha / beta) = -9.0 / -7.7 eV
Orbital gap (alpha / beta) = 9.3 / 5.8 eV
LUMO (alpha / beta) = 0.27 / -1.90 eV
M = 224.19 g/mol

=====

No. 4
C6H9FN2 in the gas phase in a non-equilibrium geometry, computed with wB97M-V/def2-TZVPD.

```
! RIJCOSX wB97M-V def2-TZVPD def2/J DEFGRID3
* xyz 0 1
F -1.469 1.512 -1.127
N -1.235 1.318 1.131
N -3.850 -0.452 0.070
C -2.795 -0.035 -0.067
C 0.907 -0.089 -0.452
C -0.820 -1.876 -0.448
C -0.366 -0.451 -0.331
C 1.471 1.285 -0.372
C -1.460 0.577 -0.086
H -2.030 1.894 1.380
H 1.632 -0.871 -0.644
H 1.886 1.562 -1.342
H 0.722 2.016 -0.086
H 2.286 1.306 0.351
H -1.350 -2.193 0.451
H -0.976 0.716 1.899
H -1.503 -1.992 -1.290
H 0.033 -2.531 -0.599
*
```

Computed properties:
HOMO energy = -9.8 eV
Orbital gap = 10.6 eV
LUMO = 0.81 eV
M = 128.15 g/mol
Structure (SMILES) = C/C=C(/C)[C@@](N)(F)C#N

=====

No. 5
C6H9FO in the gas phase in a non-equilibrium geometry, computed with wB97M-V/def2-TZVPD.

```
! RIJCOSX wB97M-V def2-TZVPD def2/J DEFGRID3
* xyz 0 1
F 2.558 -0.776 0.623
O -2.688 -0.046 0.778
C 1.214 1.227 0.035
C -2.077 -0.537 -0.424
C 1.639 -0.189 -0.252
C 0.353 -0.928 -0.418
C -0.653 -0.115 -0.406
C -0.293 1.284 -0.142
H 1.659 1.664 0.912
H -2.246 -1.621 -0.470
H 1.526 1.906 -0.785
H -0.579 1.974 -1.018
H 2.216 -0.258 -1.199
H -2.208 -0.380 1.546
H -2.599 -0.031 -1.254
H -0.680 1.580 0.805
H 0.290 -1.925 -0.733
*
```

Computed properties:
HOMO energy = -9.8 eV
Orbital gap = 10.6 eV
LUMO = 0.86 eV
M = 116.14 g/mol
Structure (SMILES) = OCC1=C[C@H](F)CC1

=====

No. 6
2 unconnected molecules or ions with the total composition C6H9I in a non-equilibrium geometry, computed with wB97M-V/def2-TZVPD.

```
! RIJCOSX wB97M-V def2-TZVPD def2/J DEFGRID3
* xyz 0 1
I 3.265 0.031 0.375
C 0.104 0.375 1.205
C 0.285 -0.649 -0.715
C 0.330 2.037 -0.824
C 0.072 0.752 -0.251
C -1.706 -2.339 0.271
C 1.155 -0.320 0.428
H 0.537 -1.065 -1.711
H -2.180 -1.781 -0.537
H -0.499 2.602 -0.617
H -0.757 -2.638 0.057
H 0.259 1.077 2.015
H -0.642 -0.506 1.390
H 0.418 1.884 -2.003
H 1.211 2.503 -0.377
H -1.851 -1.962 1.296
*
```

Computed properties:
HOMO energy (alpha / beta) = -8.5 / -6.9 eV
Orbital gap (alpha / beta) = 8.5 / 6.9 eV
LUMO (alpha / beta) = -0.01 / 0.01 eV
M = 208.04 g/mol

=====

No. 7
2 unconnected molecules or ions with the total composition C6H9IN2 in a non-equilibrium geometry, computed with wB97M-V/def2-TZVPD.

```
! RIJCOSX wB97M-V def2-TZVPD def2/J DEFGRID3
* xyz 0 1
I -2.322 -2.680 2.548
N -0.116 -0.103 -0.666
N -1.012 -1.110 -0.417
C 0.717 2.033 0.141
C 0.293 0.772 0.337
C 0.159 0.059 -1.977
C 0.343 0.204 1.783
C -0.295 -1.123 -2.570
C -1.121 -1.763 -1.568
H 0.688 2.627 -0.783
H -1.759 -2.626 -1.644
H 0.552 0.938 -2.535
H 0.901 -0.706 1.570
H 1.107 2.725 0.893
H -2.059 -1.801 1.265
H -0.265 -1.291 -3.611
H 0.552 0.804 2.667
H -0.740 -0.086 2.111
*
```

Computed properties:
HOMO energy = -8.9 eV
Orbital gap = 9.7 eV
LUMO = 0.75 eV
M = 236.06 g/mol
Structure (SMILES) = C=C(C)n1cccn1.I

=====

No. 8
A gas-phase ion, C6H9IN3 (charge +1) in a non-equilibrium geometry, computed with wB97M-V/def2-TZVPD.

```
! RIJCOSX wB97M-V def2-TZVPD def2/J DEFGRID3
* xyz 1 1
I -2.061 0.485 2.115
N -0.316 2.266 -1.003
N 1.292 -0.508 -0.301
N 1.250 1.321 1.052
C -1.298 -1.394 -0.103
C -0.261 -2.189 -0.518
C 0.522 -0.028 0.782
C 1.026 -1.669 -0.796
C -0.958 -0.040 0.457
C -1.026 1.204 -0.961
H 2.254 1.165 0.819
H 1.756 -2.052 -1.529
H 1.069 1.547 2.110
H 0.693 -0.773 1.565
H -1.690 0.699 -1.561
H -0.611 -3.201 -0.703
H -2.323 -1.763 -0.033
H 0.947 2.122 0.481
H -0.265 2.807 -1.874
*
```

Computed properties:
HOMO energy = -12.9 eV
Orbital gap = 8.6 eV
LUMO = -4.30 eV
M = 250.06 g/mol
Structure (SMILES) = [H]/N=C/[C@@]1(I)C=CC=N[C@H]1[NH3+]

=====

No. 9
A gas-phase ion, C6H9N (charge -1) in a non-equilibrium geometry, computed with wB97M-V/def2-TZVPD.

```
! RIJCOSX wB97M-V def2-TZVPD def2/J DEFGRID3
* xyz -1 2
N -0.489 1.147 0.671
C 0.637 0.391 0.794
C -0.510 -0.466 -0.927
C -0.977 -1.441 -1.988
C 0.682 -0.621 -0.170
C -1.175 0.676 -0.419
C 1.664 0.501 1.892
H -1.777 -1.193 -2.773
H 1.406 -1.449 -0.087
H -1.421 -2.335 -1.530
H 2.729 0.444 1.555
H -0.154 -1.798 -2.702
H 1.651 1.360 2.524
H 1.762 -0.375 2.625
H -0.754 1.828 1.403
H -1.944 1.252 -0.810
*
```

Computed properties:
HOMO energy (alpha / beta) = 1.3 / -4.0 eV
Orbital gap (alpha / beta) = 2.5 / 7.8 eV
LUMO (alpha / beta) = 3.85 / 3.75 eV
M = 95.14 g/mol

=====

No. 10
A molecular structure, C6H9N, computed with wB97M-V/def2-TZVPD.

```
! RIJCOSX wB97M-V def2-TZVPD def2/J DEFGRID3
* xyz 0 1
N -0.435 -0.346 0.835
C -0.317 0.705 -0.168
C -0.057 0.254 -1.646
C 0.950 -0.429 0.887
C 1.189 0.581 -0.005
C 1.487 0.388 -1.493
C -1.423 -0.549 1.868
H -1.198 -0.026 2.807
H 1.916 1.246 -2.020
H -0.902 1.613 -0.003
H -0.508 0.923 -2.385
H -1.499 -1.623 2.069
H -0.395 -0.771 -1.819
H 1.527 -1.246 1.320
H 2.058 -0.509 -1.747
H -2.394 -0.209 1.499
*
```

Computed properties:
HOMO energy = -7.7 eV
Orbital gap = 8.8 eV
LUMO = 1.05 eV
M = 95.14 g/mol

=====

No. 11
C6H9N in the gas phase in a non-equilibrium geometry, computed with wB97M-V/def2-TZVPD.

```
! RIJCOSX wB97M-V def2-TZVPD def2/J DEFGRID3
* xyz 0 1
N -0.948 -1.682 -1.028
C -0.912 -0.513 -0.334
C -0.434 2.078 0.747
C 0.360 -2.155 -1.106
C 0.326 -0.301 0.253
C 1.163 -1.370 -0.308
C 0.770 1.133 0.677
H -1.679 -2.372 -0.947
H 1.290 0.979 1.631
H -1.208 1.815 1.490
H -0.020 3.058 0.999
H 0.581 -3.203 -1.277
H -1.823 0.042 -0.214
H 1.340 1.596 -0.122
H -1.037 2.132 -0.159
H 2.232 -1.237 -0.304
*
```

Computed properties:
HOMO energy = -8.3 eV
Orbital gap = 9.4 eV
LUMO = 1.07 eV
M = 95.14 g/mol
Structure (SMILES) = CCc1cc[nH]c1

=====

No. 12
C6H9N in the gas phase in a non-equilibrium geometry, computed with wB97M-V/def2-TZVPD.

```
! RIJCOSX wB97M-V def2-TZVPD def2/J DEFGRID3
* xyz 0 1
N 0.669 1.806 1.902
C 0.096 0.722 -0.409
C -0.833 -0.440 -0.190
C 0.517 1.238 0.917
C 0.895 -1.878 0.882
C -0.533 1.837 -1.242
C -0.454 -1.607 0.321
H -1.460 2.178 -0.786
H 0.860 -2.633 1.660
H 1.573 -2.213 0.095
H -1.872 -0.255 -0.421
H 1.017 0.373 -0.892
H -0.745 1.467 -2.243
H -1.195 -2.381 0.467
H 1.321 -0.899 1.260
H 0.144 2.685 -1.323
*
```

Computed properties:
HOMO energy = -9.8 eV
Orbital gap = 10.8 eV
LUMO = 0.97 eV
M = 95.14 g/mol
Structure (SMILES) = C/C=C\[C@@H](C)C#N